Molecular formula: CIN4
Method: DFT, the ωB97M-V functional and the def2-TZVPD basis

Cartesian coordinates (Å):
I  3.17  -0.02  0.00
N  0.20  -0.97  -0.08
N  -1.04  -0.58  0.04
N  -0.96  0.65  0.05
N  -0.21  1.45  -0.05
C  1.20  -0.35  0.05

As for the net charge: +1. The calculation puts the relative energy (zero: lowest compared OMol25 entry of this formula, charge and spin) at 1.429 eV. As for the largest force on an atom: 4.9 eV Å⁻¹. The HOMO energy is -15.3785 eV. The LUMO energy is -8.399 eV. The value obtained for the orbital gap is 7.0 eV. Its multiplicity is 1.

=====

Molecular formula: C9H9NS
Method: DFT, the ωB97M-V functional and the def2-TZVPD basis

Cartesian coordinates (Å):
S  -0.91  1.93  -0.42
N  2.35  -1.63  -1.45
C  2.08  -0.71  -0.81
C  -1.82  -0.66  -1.28
C  -1.13  -0.90  1.93
C  2.18  0.84  1.06
C  1.74  0.54  -0.16
C  -1.35  -0.71  0.65
C  -1.32  -1.57  -0.45
C  -1.80  0.41  -0.26
C  0.78  1.40  -0.99
H  -2.70  0.80  0.03
H  1.24  2.40  -1.16
H  2.11  1.82  1.48
H  -1.05  -1.82  2.53
H  -1.99  -0.56  -2.37
H  -1.02  -2.61  -0.57
H  2.99  0.36  1.60
H  -0.96  -0.12  2.67
H  0.58  0.78  -2.03

The calculation puts the relative energy (zero: lowest compared OMol25 entry of this formula, charge and spin) at 4.163 eV. As for the largest force on an atom: 3.3 eV Å⁻¹. The HOMO energy is -8.7477 eV. The LUMO energy is 0.081 eV. The value obtained for the orbital gap is 8.8 eV. Its multiplicity is 1.

=====

Molecular formula: C4H7NO
Method: DFT, the ωB97M-V functional and the def2-TZVPD basis

Cartesian coordinates (Å):
O  3.22  0.05  -0.30
N  0.05  0.42  0.42
C  0.93  0.45  -0.73
C  -2.06  -0.55  0.65
C  -0.59  -0.67  0.45
C  2.27  0.80  -0.21
H  0.95  -0.49  -1.30
H  -2.50  -1.04  -0.22
H  -2.27  0.53  0.57
H  -0.17  -1.61  0.07
H  -2.45  -0.97  1.57
H  2.29  1.75  0.36
H  0.42  1.21  -1.34

The calculation puts the relative energy (zero: lowest compared OMol25 entry of this formula, charge and spin) at 2.650 eV. As for the largest force on an atom: 1.0 eV Å⁻¹. The HOMO energy is -9.1898 eV. The LUMO energy is 0.954 eV. The value obtained for the orbital gap is 10.1 eV. Its multiplicity is 1.

=====

Molecular formula: C3HO3S
Method: DFT, the ωB97M-V functional and the def2-TZVPD basis

Cartesian coordinates (Å):
S  1.40  0.86  1.20
O  -1.78  0.87  1.01
O  -1.41  -0.72  2.59
O  1.60  0.65  -1.68
C  2.22  1.44  -1.15
C  0.16  0.01  0.68
C  -1.19  -0.07  1.59
H  0.05  -0.25  -0.47

As for the net charge: -1. The calculation puts the relative energy (zero: lowest compared OMol25 entry of this formula, charge and spin) at 1.264 eV. As for the largest force on an atom: 3.0 eV Å⁻¹. The HOMO energy is -3.8769 eV. The LUMO energy is 3.709 eV. The value obtained for the orbital gap is 7.6 eV. Its multiplicity is 1.

=====

Molecular formula: C52H102F26N18O16P3S8
Method: DFT, the ωB97M-V functional and the def2-TZVPD basis

Cartesian coordinates (Å):
S  -5.60  1.00  -2.99
S  4.39  0.81  2.70
S  -1.18  5.88  -3.41
S  1.79  7.25  3.02
S  6.16  -0.64  3.32
S  -4.65  -1.00  -1.98
S  1.37  5.44  1.76
S  -2.54  4.49  -4.55
P  3.91  -1.12  -3.10
P  -1.63  -4.34  -0.94
P  -5.36  0.82  2.30
F  -2.06  -3.48  0.35
F  2.85  8.46  2.80
F  -6.03  0.00  3.48
F  2.66  -0.39  -3.94
F  -5.59  2.36  -2.13
F  -5.24  2.22  3.18
F  -4.95  -2.00  -0.77
F  3.80  -2.62  -3.83
F  0.32  5.76  -2.75
F  5.03  -1.74  -2.07
F  4.04  0.41  -2.44
F  -6.85  1.15  1.75
F  3.91  2.34  2.90
F  2.71  -1.43  -1.97
F  -1.26  -5.25  -2.27
F  -2.43  2.90  -4.84
F  5.01  -0.57  -4.15
F  -1.69  -3.06  -1.89
F  -4.89  1.49  0.92
F  2.35  4.35  0.98
F  -5.47  -0.53  1.38
F  -3.22  -4.60  -1.18
F  7.70  -0.34  3.26
F  -0.10  -4.06  -0.61
F  -1.67  -5.72  -0.13
F  -3.79  0.43  2.70
O  0.66  5.86  0.55
O  0.68  4.64  2.78
O  3.54  0.15  3.65
O  -2.45  5.02  -5.88
O  -6.77  1.22  -3.82
O  4.16  0.69  1.28
O  5.90  -1.19  4.65
O  -3.81  4.43  -3.83
O  -0.85  6.72  -4.59
O  0.59  7.91  2.40
O  -1.91  6.47  -2.29
O  1.80  7.15  4.53
O  -3.32  -0.39  -1.86
O  -4.31  1.16  -3.70
O  6.01  -1.60  2.21
O  -4.88  -1.87  -3.17
N  5.81  0.99  3.06
N  -1.03  -0.58  -5.27
N  0.53  0.11  -0.07
N  3.85  -5.46  -0.23
N  -5.69  -4.28  4.29
N  -4.56  4.96  0.07
N  -6.66  5.50  -0.52
N  2.13  4.39  -6.69
N  1.08  3.36  6.42
N  0.84  4.04  8.50
N  2.64  6.31  2.31
N  1.16  1.90  -1.27
N  -5.79  -0.07  -1.61
N  -3.57  -4.26  3.54
N  4.90  -5.94  6.70
N  3.44  -4.37  6.21
N  -1.18  4.45  -3.65
N  2.16  4.45  -8.90
C  -2.14  -4.44  3.49
C  -2.55  4.11  1.31
C  1.77  3.00  5.20
C  -5.66  -3.45  3.17
C  -4.43  -4.82  4.44
C  4.26  -6.50  0.84
C  -1.07  1.38  -6.98
C  0.29  -1.06  -5.81
C  4.44  -5.80  2.16
C  -0.79  0.20  -3.96
C  1.10  4.39  9.83
C  1.67  3.47  7.60
C  -0.23  1.83  -1.19
C  3.04  -4.47  0.69
C  -5.40  4.98  1.22
C  0.57  -2.36  -5.02
C  -6.69  5.20  0.86
C  3.78  -6.60  6.10
C  4.64  -4.62  6.82
C  -0.17  -0.88  2.15
C  2.63  4.39  -10.25
C  -6.94  -4.68  4.98
C  2.88  -5.56  5.83
C  0.56  -1.08  0.78
C  -7.71  -3.49  5.59
C  0.80  4.63  -7.10
C  -5.37  5.34  -0.97
C  1.62  0.83  -0.56
C  2.73  -3.07  6.26
C  3.72  -4.47  2.05
C  -1.78  -1.90  -4.83
C  5.17  -4.79  -0.75
C  2.10  -2.60  4.90
C  -1.76  2.31  -7.93
C  2.91  4.31  -7.82
C  -0.14  4.03  6.51
C  -0.26  4.45  7.81
C  -3.04  4.87  0.20
C  -0.79  -3.08  -4.97
C  6.01  -6.61  7.24
C  0.89  2.00  4.50
C  -7.79  5.75  -1.34
C  1.97  2.77  -2.05
C  -4.31  -3.42  2.71
C  2.70  4.00  -5.37
C  0.82  4.71  -8.50
C  -0.66  0.73  -0.42
C  3.22  2.51  -5.32
C  -1.88  0.23  -6.30
C  2.93  -6.03  -1.36
C  1.86  -5.67  -3.59
C  2.45  -4.98  -2.36
H  1.98  -3.06  7.05
H  2.21  5.22  -10.82
H  -7.65  5.07  1.33
H  2.17  4.52  9.94
H  -1.87  -5.42  3.89
H  -7.63  5.30  -2.31
H  1.32  -2.99  -5.51
H  -0.05  2.39  4.13
H  -1.61  0.27  -0.19
H  -2.16  -1.68  -3.83
H  -7.84  6.83  -1.49
H  4.41  -3.65  2.29
H  -6.61  -5.33  5.80
H  -1.68  0.62  -3.48
H  3.50  -2.36  6.58
H  0.04  4.87  -9.23
H  -1.98  1.89  -8.91
H  0.80  -5.92  -3.49
H  0.66  1.19  5.19
H  5.76  -4.54  0.13
H  -2.57  2.90  -7.50
H  -0.77  2.07  -6.19
H  1.56  -1.48  0.92
H  1.62  -1.63  4.99
H  -0.10  -1.79  2.75
H  -8.68  -3.74  6.01
H  2.00  -6.28  -0.85
H  0.60  5.34  10.03
H  6.12  -7.53  6.66
H  1.93  4.13  -4.61
H  2.74  -2.67  4.02
H  5.50  -5.80  2.42
H  1.39  1.60  3.62
H  6.89  -5.98  7.17
H  0.98  -2.13  -4.04
H  5.32  -3.88  7.23
H  2.60  2.17  -2.69
H  3.89  2.30  -4.49
H  -3.09  3.23  1.64
H  2.68  3.32  -1.42
H  5.73  -6.81  8.28
H  2.05  -4.91  0.76
H  3.95  2.29  -6.09
H  5.62  -5.53  -1.41
H  -0.15  1.02  -7.44
H  -6.55  -3.00  2.77
H  -0.33  -0.44  -3.21
H  -4.93  4.79  2.17
H  -0.78  4.16  5.65
H  -0.76  -3.66  -4.05
H  2.00  3.91  4.65
H  -1.47  3.96  1.23
H  3.89  -7.64  5.84
H  -2.76  4.47  -0.78
H  2.46  -6.52  -3.90
H  -4.15  -5.50  5.23
H  -1.21  -0.56  2.06
H  2.66  3.12  7.86
H  1.02  -0.26  -5.72
H  3.99  4.21  -7.79
H  -0.82  -3.76  -5.82
H  0.08  -1.93  0.30
H  1.68  -4.29  -1.99
H  -7.23  -2.97  6.42
H  -2.31  -0.48  -7.00
H  0.09  -1.42  -6.82
H  -0.06  1.00  -4.07
H  -3.83  -2.74  2.01
H  -7.45  -5.37  4.31
H  -2.71  5.90  0.24
H  -4.99  5.55  -1.96
H  -2.57  4.73  2.21
H  2.96  -3.51  0.19
H  -1.05  5.07  8.21
H  -2.66  -2.15  -5.42
H  3.41  -7.17  0.95
H  -8.01  -2.84  4.77
H  -0.78  2.53  -1.80
H  3.07  -4.45  2.92
H  -1.00  3.03  -8.24
H  1.85  -5.65  5.49
H  5.09  -7.12  0.49
H  -0.04  4.80  -6.43
H  4.87  -3.95  -1.38
H  0.78  3.55  10.46
H  3.45  4.74  -5.10
H  3.29  -4.37  -2.69
H  3.39  -6.98  -1.61
H  -1.77  -4.43  2.46
H  3.70  4.56  -10.33
H  2.01  -5.01  -4.44
H  3.86  -6.40  2.85
H  -1.72  -3.57  3.99
H  2.71  2.48  5.35
H  1.28  -3.26  4.62
H  0.30  -0.09  2.73
H  -8.71  5.33  -0.93
H  2.55  1.67  -5.53
H  2.63  0.46  -0.47
H  1.32  3.46  -2.59
H  2.55  3.39  -10.67
H  -2.66  0.68  -5.67

As for the net charge: +1. As for the largest force on an atom: 15.1 eV Å⁻¹. The HOMO energy is -9.1777 eV. The LUMO energy is -3.157 eV. The value obtained for the orbital gap is 6.0 eV. Its multiplicity is 1.

=====

Molecular formula: C13H22Cl12O5
Method: DFT, the ωB97M-V functional and the def2-TZVPD basis

Cartesian coordinates (Å):
Cl  3.29  -3.45  0.24
Cl  2.98  -5.04  2.56
Cl  -1.90  0.72  -0.38
Cl  -0.04  4.77  3.87
Cl  1.50  2.35  3.37
Cl  -5.57  -0.31  -0.59
Cl  1.56  4.42  1.57
Cl  -6.74  1.67  1.09
Cl  -1.59  0.69  2.64
Cl  0.31  -0.71  0.97
Cl  0.65  -4.23  0.90
Cl  -5.13  -0.38  2.28
O  0.70  -1.72  3.81
O  1.02  1.04  -5.38
O  -0.93  0.85  -6.59
O  3.25  2.42  -1.00
O  -0.92  0.79  -4.32
C  -1.48  -2.51  4.30
C  0.63  -3.19  5.67
C  1.76  0.99  -6.58
C  2.86  0.17  -1.43
C  2.21  -3.77  1.58
C  -5.34  0.65  0.91
C  -2.26  0.47  -4.23
C  2.42  1.62  -1.39
C  -0.35  0.88  -5.51
C  0.03  -2.43  4.52
C  1.51  4.06  3.28
C  -0.79  0.73  1.02
C  0.96  1.96  -1.71
H  2.81  0.79  -6.34
H  0.67  2.79  -1.06
H  1.45  0.20  -7.27
H  -0.15  1.61  1.00
H  0.35  1.08  -1.53
H  -1.87  -1.49  4.30
H  -2.68  0.30  -3.24
H  2.07  -0.49  -1.76
H  -4.48  1.29  0.74
H  -2.48  -0.48  -4.72
H  0.56  -2.65  6.62
H  2.35  4.58  3.76
H  1.69  -3.36  5.54
H  1.71  1.87  -7.22
H  2.01  -2.85  2.13
H  3.25  -0.20  -0.48
H  -2.80  1.14  -4.90
H  -1.58  -2.83  3.26
H  0.88  2.22  -2.76
H  0.17  -4.17  5.74
H  -2.12  -3.10  4.96
H  3.61  0.25  -2.22

As for the net charge: +1. As for the largest force on an atom: 3.4 eV Å⁻¹. The HOMO energy (spin up / spin down) is -12.0040 / -12.0040 eV. The LUMO energy (spin up / spin down) is -4.923 / -8.697 eV. The value obtained for the orbital gap (spin up / spin down) is 7.1 / 3.3 eV. Its multiplicity is 2.